1.
{
  "formula": "C8H34BF4N16O9",
  "method": "ωB97M-V/def2-TZVPD",
  "species": ["B", "F", "F", "F", "F", "O", "H", "H", "C", "O", "N", "N", "H", "H", "H", "H", "C", "O", "N", "N", "H", "H", "H", "H", "C", "O", "N", "N", "H", "H", "H", "H", "C", "O", "N", "N", "H", "H", "H", "H", "C", "O", "N", "N", "H", "H", "H", "H", "C", "O", "N", "N", "H", "H", "H", "H", "C", "O", "N", "N", "H", "H", "H", "H", "C", "O", "N", "N", "H", "H", "H", "H"],
  "positions_angstrom": [[10.0709, -6.0818, -8.2430], [10.5269, -6.6912, -9.4301], [8.8823, -5.3685, -8.5183], [9.8209, -7.0474, -7.2784], [11.0523, -5.2090, -7.7760], [12.4016, -8.6332, -6.5959], [13.0680, -8.4226, -7.2809], [12.4447, -7.8844, -5.9910], [8.5103, -9.4570, -10.8609], [7.7830, -9.4157, -9.8867], [8.3409, -10.3647, -11.8754], [9.6252, -8.6856, -11.0191], [9.0415, -10.5121, -12.5753], [7.6512, -11.0647, -11.6727], [9.8132, -7.9416, -10.3482], [10.1269, -8.6644, -11.8875], [12.7694, -2.8215, -6.1703], [12.8088, -2.5909, -7.3649], [12.5569, -4.0532, -5.6234], [12.9517, -1.8367, -5.2301], [12.5166, -4.1743, -4.6302], [12.1703, -4.7426, -6.2487], [13.0429, -2.0277, -4.2494], [13.1829, -0.9021, -5.5089], [7.0683, -1.7467, -7.6036], [7.3427, -1.9934, -6.4468], [7.7110, -2.4010, -8.6565], [6.1383, -0.8332, -7.9936], [7.9284, -3.3533, -8.4022], [7.2670, -2.2430, -9.5464], [5.8285, -0.7487, -8.9428], [5.6001, -0.3629, -7.2898], [14.7749, -6.7778, -8.1921], [14.6641, -7.9957, -8.1174], [13.7364, -5.9979, -8.6280], [15.8320, -6.0290, -7.7304], [13.7340, -4.9993, -8.4933], [12.8671, -6.4523, -8.8448], [15.8720, -5.0402, -7.8914], [16.6892, -6.5459, -7.6320], [5.8331, -7.9577, -6.6311], [4.7928, -8.1288, -6.0140], [6.3364, -6.7094, -6.9122], [6.6048, -8.9807, -7.0863], [5.6526, -5.9769, -6.8565], [7.2354, -6.5281, -7.3207], [7.3327, -8.7860, -7.7501], [6.2988, -9.8995, -6.8282], [8.8702, -5.2241, -4.2422], [8.4309, -4.7390, -3.2042], [8.9094, -6.5822, -4.4118], [9.3721, -4.4855, -5.2625], [8.6041, -7.0996, -3.6089], [9.0825, -7.0374, -5.2920], [9.6815, -4.9720, -6.0824], [9.2480, -3.4926, -5.1858], [7.8130, -5.0668, -12.1035], [7.0831, -5.2665, -13.0634], [7.3749, -4.8229, -10.8345], [9.1752, -5.1347, -12.2032], [7.9536, -5.1152, -10.0586], [6.3932, -4.8010, -10.6262], [9.4851, -5.4998, -13.0842], [9.7394, -5.1856, -11.3730], [9.6856, -10.1821, -4.9748], [8.7194, -10.6735, -4.4185], [10.9854, -10.1861, -4.5057], [9.6478, -9.6764, -6.2501], [11.5569, -9.5246, -5.0093], [11.1777, -10.4488, -3.5576], [10.4430, -9.1880, -6.6450], [8.8362, -9.9555, -6.7643]],
  "lowdin_charge": [-1.280, 0.100, 0.094, 0.135, 0.123, -0.060, 0.016, 0.055, -0.668, 0.029, 0.139, 0.165, 0.085, 0.097, 0.063, 0.091, -0.683, 0.019, 0.161, 0.139, 0.094, 0.064, 0.086, 0.093, -0.672, 0.035, 0.150, 0.144, 0.066, 0.071, 0.087, 0.099, -0.646, 0.010, 0.179, 0.152, 0.089, 0.082, 0.094, 0.099, -0.679, 0.005, 0.164, 0.163, 0.097, 0.061, 0.052, 0.108, -0.686, -0.007, 0.167, 0.184, 0.101, 0.057, 0.049, 0.099, -0.683, 0.007, 0.160, 0.155, 0.054, 0.105, 0.097, 0.083, -0.679, 0.010, 0.146, 0.152, 0.044, 0.091, 0.054, 0.072],
  "total_charge": -1,
  "max_force_ha_per_bohr": 0.0412,
  "spin_multiplicity": 1,
  "homo_energy_ev": -6.7508,
  "relative_energy_kj_mol": 0.0,
  "homo_lumo_gap_ev": 9.02
}

***

2.
{
  "formula": "C29H67O27P3",
  "method": "ωB97M-V/def2-TZVPD",
  "species": ["C", "O", "P", "O", "O", "C", "O", "C", "H", "H", "H", "H", "H", "H", "H", "H", "H", "C", "O", "P", "O", "O", "C", "O", "C", "H", "H", "H", "H", "H", "H", "H", "H", "H", "C", "O", "P", "O", "O", "C", "O", "C", "H", "H", "H", "H", "H", "H", "H", "H", "H", "C", "C", "O", "C", "O", "O", "C", "H", "H", "H", "H", "H", "H", "H", "H", "C", "C", "O", "C", "O", "O", "C", "H", "H", "H", "H", "H", "H", "H", "H", "C", "C", "O", "C", "O", "O", "C", "H", "H", "H", "H", "H", "H", "H", "H", "C", "C", "O", "C", "O", "O", "C", "H", "H", "H", "H", "H", "H", "H", "H", "C", "C", "O", "C", "O", "O", "C", "H", "H", "H", "H", "H", "H", "H", "H"],
  "positions_angstrom": [[2.4347, 0.2011, 6.8690], [2.7526, -0.5771, 5.7293], [2.2744, -0.0393, 4.3228], [1.8444, 1.3951, 4.3398], [3.5995, -0.2589, 3.4415], [3.5486, 0.3549, 2.2192], [1.2776, -1.0819, 3.7373], [1.5980, -2.4650, 3.9261], [3.0617, -0.1503, 7.7108], [1.3897, 0.1433, 7.1749], [2.6653, 1.2888, 6.6941], [4.3717, 0.0514, 1.5837], [3.5260, 1.4096, 2.3179], [2.5888, 0.0512, 1.7367], [2.6769, -2.5612, 3.7502], [0.9358, -2.9342, 3.1822], [1.4188, -2.7922, 4.8986], [-0.1551, -0.5397, -5.1715], [0.2011, 0.8367, -5.1722], [1.6643, 1.4351, -5.0655], [2.7910, 0.5623, -4.6382], [2.0244, 2.0331, -6.4923], [1.2277, 2.7919, -7.4173], [1.4258, 2.7581, -4.2403], [0.9212, 2.8125, -2.9163], [0.6227, -1.2114, -5.5412], [-0.9853, -0.7886, -5.8490], [-0.3993, -0.7732, -4.1670], [0.9770, 3.7918, -7.0636], [0.3534, 2.2330, -7.7378], [1.9251, 3.0264, -8.1744], [1.6498, 2.3522, -2.2060], [-0.0453, 2.2715, -2.8434], [0.8115, 3.9204, -2.7241], [-4.7924, 6.0915, 1.6687], [-4.2427, 4.7696, 2.0316], [-3.9793, 3.8706, 0.7750], [-5.1500, 3.6899, -0.1002], [-2.6578, 4.4092, 0.1042], [-2.2649, 3.9337, -1.2509], [-3.4202, 2.4573, 1.3567], [-4.2826, 1.3086, 1.5491], [-4.0076, 6.7652, 1.3151], [-5.1367, 6.5156, 2.6074], [-5.6185, 6.0206, 0.9374], [-1.5507, 4.6711, -1.5554], [-3.1387, 3.9970, -1.9138], [-1.7762, 2.9434, -1.2221], [-3.7156, 0.6727, 2.2391], [-4.4559, 0.8485, 0.6331], [-5.2595, 1.6371, 1.8988], [-2.3305, 1.8093, 4.8961], [-1.5123, 0.5888, 5.3339], [-2.4226, -0.4286, 5.8708], [-3.0655, -1.1375, 4.9596], [-2.9785, -0.9977, 3.7506], [-3.9529, -1.9223, 5.5638], [-4.7201, -2.6910, 4.6938], [-1.5915, 2.4886, 4.5568], [-2.7829, 2.2356, 5.7890], [-3.0642, 1.5708, 4.2138], [-0.8318, 0.8652, 6.1520], [-0.8743, 0.2397, 4.4836], [-4.1560, -3.5597, 4.3268], [-4.9036, -2.1733, 3.7892], [-5.6449, -2.8995, 5.2492], [-0.4624, -4.9926, -3.8978], [0.9214, -5.7562, -3.7754], [1.7318, -5.2112, -4.7918], [2.2181, -3.9941, -4.5485], [2.1602, -3.3900, -3.4918], [2.6743, -3.5619, -5.7054], [3.3196, -2.2901, -5.7636], [-0.8630, -5.0839, -4.9126], [-0.2000, -3.9889, -3.6217], [-1.1601, -5.4137, -3.1399], [0.9142, -6.8641, -3.9584], [1.4448, -5.5175, -2.8628], [3.5825, -1.7309, -4.8415], [2.7545, -1.6737, -6.4344], [4.2682, -2.4041, -6.2349], [0.8846, 4.5288, 0.4230], [2.0849, 4.1802, 1.2611], [3.2280, 4.2953, 0.3882], [3.4239, 3.2471, -0.4225], [2.8949, 2.1581, -0.2205], [4.1050, 3.5628, -1.4645], [4.5122, 2.4141, -2.3297], [0.8403, 3.8029, -0.4046], [0.9382, 5.5652, 0.0717], [-0.0187, 4.5678, 1.0717], [1.8689, 3.1377, 1.6102], [2.2719, 4.8279, 2.0770], [3.8077, 1.5680, -2.3532], [5.4379, 2.0756, -1.9440], [4.6076, 2.8654, -3.3154], [1.9888, -2.2544, -0.4851], [1.9487, -0.8745, -1.0813], [0.6575, -0.4097, -1.6327], [-0.2152, 0.1965, -0.8141], [-1.1349, 0.6749, -1.3560], [0.0875, 0.2687, 0.4821], [-0.7671, 1.1998, 1.2763], [1.5753, -3.0230, -1.1217], [1.5383, -2.2907, 0.5294], [3.0026, -2.4858, -0.2579], [2.5619, -0.8555, -1.9298], [2.1820, -0.1715, -0.2568], [-1.3121, 1.9520, 0.6673], [0.0037, 1.6050, 1.9148], [-1.5435, 0.6133, 1.8000], [-3.3056, -2.8323, -0.7362], [-1.7847, -2.9281, -0.8776], [-1.1112, -3.2675, 0.3635], [-0.8811, -4.5904, 0.5680], [-1.1743, -5.5740, -0.0777], [-0.2247, -4.7082, 1.8016], [0.1635, -6.0261, 2.1089], [-3.5887, -1.8178, -0.5241], [-3.5766, -3.5122, 0.0366], [-3.8090, -3.0874, -1.6774], [-1.2740, -2.0279, -1.2376], [-1.5887, -3.7060, -1.5484], [-0.6897, -6.7445, 2.1228], [0.5027, -5.9373, 3.1782], [0.8832, -6.4474, 1.3805]],
  "lowdin_charge": [-0.109, -0.200, 0.382, -0.242, -0.199, -0.146, -0.209, -0.052, 0.096, 0.078, 0.101, 0.103, 0.064, 0.081, 0.099, 0.093, 0.068, -0.065, -0.194, 0.386, -0.235, -0.215, -0.071, -0.212, -0.079, 0.075, 0.098, 0.070, 0.089, 0.090, 0.071, 0.078, 0.084, 0.111, -0.066, -0.202, 0.342, -0.239, -0.233, -0.032, -0.262, -0.058, 0.086, 0.083, 0.093, 0.068, 0.096, 0.063, 0.059, 0.064, 0.095, -0.032, -0.166, 0.050, -0.592, 0.087, 0.017, -0.061, 0.075, 0.087, 0.031, 0.116, 0.107, 0.106, 0.071, 0.109, -0.031, -0.183, 0.012, -0.598, 0.103, 0.028, -0.043, 0.082, 0.047, 0.077, 0.138, 0.107, 0.093, 0.076, 0.080, -0.064, -0.193, 0.042, -0.635, 0.059, 0.044, 0.037, 0.063, 0.089, 0.093, 0.115, 0.115, 0.076, 0.083, 0.101, -0.055, -0.165, 0.021, -0.671, 0.121, -0.005, 0.050, 0.061, 0.079, 0.074, 0.097, 0.087, 0.072, 0.083, 0.090, -0.020, -0.171, 0.022, -0.511, 0.118, -0.065, -0.088, 0.061, 0.072, 0.088, 0.113, 0.068, 0.098, 0.107, 0.103],
  "max_force_ha_per_bohr": 0.0814,
  "spin_multiplicity": 1,
  "homo_energy_ev": -10.4189,
  "smiles": "COP(=O)(OC)OC.COP(=O)(OC)OC.COP(=O)(OC)OC.CCOC(=O)OC.CCOC(=O)OC.CCOC(=O)OC.CCOC(=O)OC.CCOC(=O)OC",
  "homo_lumo_gap_ev": 10.99
}

***

3.
{
  "formula": "CH2FIS",
  "method": "ωB97M-V/def2-TZVPD",
  "species": ["C", "F", "S", "I", "H", "H"],
  "positions_angstrom": [[0.3686, -0.1137, 0.1810], [1.7384, -0.1804, 0.2602], [-0.1709, 0.0523, -1.4665], [-0.2830, -1.6506, 1.3810], [-0.1207, 1.5224, 1.0816], [-1.5325, 0.3699, -1.4372]],
  "lowdin_charge": [-1.374, -0.189, 0.646, 0.829, 0.164, -0.076],
  "max_force_ha_per_bohr": 0.0822,
  "spin_multiplicity": 1,
  "homo_energy_ev": [-9.0490, -9.0537],
  "relative_energy_kj_mol": 348.9,
  "homo_lumo_gap_ev": [8.26, 8.26]
}

***

4.
{
  "formula": "C3H8N3",
  "method": "ωB97M-V/def2-TZVPD",
  "species": ["C", "C", "C", "N", "N", "N", "H", "H", "H", "H", "H", "H", "H", "H"],
  "positions_angstrom": [[-0.7568, -1.3886, 0.1701], [-1.5819, -0.0280, 0.1223], [1.1933, -0.3258, -0.4307], [0.4251, -1.3823, -0.1701], [2.1140, 0.1587, 0.2871], [-0.5489, 1.0088, 0.0791], [-1.2709, -2.3116, 0.3451], [-1.9753, -0.0675, -0.8194], [-2.4520, 0.2096, 0.7456], [1.2208, 0.1415, -1.7249], [2.8013, 0.7994, -0.0528], [2.2861, -0.0735, 1.2148], [-0.7807, 1.7098, -0.6879], [-0.6743, 1.5496, 0.9218]],
  "lowdin_charge": [-0.024, -0.145, -0.240, 0.107, 0.187, -0.001, 0.127, 0.085, 0.134, 0.265, 0.139, 0.124, 0.141, 0.100],
  "total_charge": 1,
  "max_force_ha_per_bohr": 0.1254,
  "spin_multiplicity": 1,
  "homo_energy_ev": -14.7646,
  "relative_energy_kj_mol": 273.9,
  "homo_lumo_gap_ev": 10.95
}

***

5.
{
  "formula": "C11H29F3Hf2NO17S3",
  "method": "ωB97M-V/def2-TZVPD",
  "species": ["Hf", "Hf", "C", "C", "O", "H", "H", "H", "H", "H", "C", "C", "O", "H", "H", "H", "H", "H", "S", "O", "O", "O", "O", "S", "O", "O", "O", "O", "C", "F", "F", "F", "S", "O", "O", "O", "C", "O", "C", "C", "N", "C", "C", "O", "C", "H", "H", "H", "H", "H", "H", "H", "H", "H", "H", "H", "H", "H", "H", "H", "O", "H", "H", "O", "H", "H"],
  "positions_angstrom": [[-6.2767, -26.0226, 0.7413], [-11.3059, -27.5456, 1.2740], [-14.6087, -25.0659, 3.3184], [-13.1845, -25.2527, 2.7930], [-12.5992, -26.5321, 2.7320], [-14.6303, -25.3130, 4.3787], [-15.2369, -25.7282, 2.7235], [-14.8636, -24.0132, 3.2110], [-12.5161, -24.5632, 3.3294], [-13.0405, -24.7322, 1.8353], [-5.3594, -21.7771, 0.2084], [-4.6332, -22.9545, 0.7935], [-5.5480, -23.9698, 1.1812], [-5.8995, -21.1694, 0.9365], [-6.0992, -22.0216, -0.5550], [-4.6445, -21.0964, -0.2581], [-3.9220, -22.7263, 1.5898], [-3.9871, -23.3981, 0.0271], [-8.6520, -28.3547, 2.3221], [-9.7301, -27.4710, 2.8908], [-8.0013, -29.2844, 3.1607], [-9.5029, -28.9205, 1.2369], [-7.6755, -27.4881, 1.6023], [-8.9267, -26.7678, -1.5379], [-8.8867, -27.9259, -2.3711], [-9.2209, -25.5720, -2.2844], [-9.8484, -27.0765, -0.3662], [-7.5929, -26.5933, -0.8088], [-9.5369, -23.2000, 2.7359], [-10.7126, -22.5955, 2.8097], [-8.6285, -22.2588, 2.6051], [-9.3226, -23.8917, 3.8421], [-9.4863, -24.3896, 1.2048], [-8.1610, -25.0236, 1.2735], [-10.5568, -25.3845, 1.3141], [-9.6770, -23.5436, 0.0760], [-12.3354, -21.9294, 0.1100], [-13.2756, -21.3274, 0.9937], [-14.5555, -21.8666, 0.7763], [-15.5442, -21.1517, 1.7344], [-16.9540, -21.1529, 1.3568], [-17.4924, -22.4633, 1.7573], [-18.8898, -22.6210, 1.1969], [-18.8227, -22.7214, -0.2138], [-20.0532, -22.4947, -0.8575], [-12.5904, -21.7845, -0.9465], [-12.4606, -23.0029, 0.2857], [-11.3890, -21.4372, 0.3115], [-14.4647, -22.9463, 0.9410], [-15.0539, -21.6385, -0.1745], [-15.0880, -20.1954, 2.0088], [-15.4492, -21.5755, 2.7429], [-16.9820, -21.0746, 0.3442], [-17.5846, -22.3062, 2.8351], [-16.8443, -23.3209, 1.5568], [-19.5377, -21.7969, 1.5254], [-19.5067, -23.4328, 1.6064], [-20.8325, -23.1821, -0.5118], [-19.9600, -22.5223, -1.9398], [-20.4219, -21.4985, -0.5838], [-11.8845, -24.7278, -1.9547], [-10.9342, -24.8789, -2.0351], [-11.9986, -23.8046, -2.1965], [-9.1477, -22.8676, -2.6573], [-8.7931, -23.7661, -2.6154], [-9.5854, -22.7448, -1.8121]],
  "lowdin_charge": [2.206, 2.177, -0.047, -0.386, -0.353, 0.082, 0.082, 0.064, 0.110, 0.081, -0.073, -0.356, -0.398, 0.081, 0.081, 0.088, 0.120, 0.100, 0.389, -0.376, -0.182, -0.407, -0.456, 0.403, -0.223, -0.269, -0.468, -0.453, -0.630, 0.177, 0.187, 0.174, 0.633, -0.417, -0.394, -0.224, -0.108, -0.180, -0.225, -0.216, -0.045, -0.209, -0.237, -0.193, -0.113, 0.094, 0.060, 0.091, 0.102, 0.129, 0.120, 0.103, 0.099, 0.123, 0.109, 0.122, 0.122, 0.088, 0.088, 0.089, -0.061, -0.029, 0.031, -0.059, -0.007, -0.013],
  "total_charge": 1,
  "max_force_ha_per_bohr": 0.1481,
  "spin_multiplicity": 1,
  "homo_energy_ev": -10.6834,
  "homo_lumo_gap_ev": 3.82
}

***

6.
{
  "formula": "C6H14N2O2",
  "method": "ωB97M-V/def2-TZVPD",
  "species": ["C", "N", "C", "C", "O", "H", "H", "H", "H", "H", "H", "H", "C", "N", "C", "C", "O", "H", "H", "H", "H", "H", "H", "H"],
  "positions_angstrom": [[2.3252, 0.1141, 0.6506], [2.0575, 1.4275, 0.1094], [0.8024, 1.8816, -0.1764], [0.7767, 3.2562, -0.8191], [-0.2061, 1.3055, 0.1924], [3.2117, 0.1741, 1.2966], [1.5423, -0.2439, 1.3101], [2.6161, -0.6401, -0.0825], [2.7966, 1.7630, -0.4725], [0.3200, 3.8626, -0.0386], [1.7405, 3.6224, -1.1590], [0.1568, 3.2699, -1.7094], [-0.0105, -2.7749, -0.0089], [-0.8832, -1.6458, 0.2066], [-2.1973, -1.6889, -0.1086], [-2.9440, -0.4082, 0.2288], [-2.7087, -2.6806, -0.5906], [-0.4452, -3.6845, 0.4213], [0.0972, -3.0567, -1.0592], [0.9270, -2.6291, 0.5115], [-0.4247, -0.7896, 0.4707], [-3.4712, -0.1414, -0.6912], [-3.7039, -0.7354, 0.9423], [-2.3752, 0.4422, 0.5756]],
  "lowdin_charge": [-0.080, 0.011, -0.520, 0.007, 0.036, 0.086, 0.077, 0.086, 0.123, 0.092, 0.073, 0.084, -0.087, 0.008, -0.564, 0.002, 0.040, 0.084, 0.086, 0.065, 0.073, 0.085, 0.085, 0.049],
  "max_force_ha_per_bohr": 0.0283,
  "spin_multiplicity": 1,
  "homo_energy_ev": -9.0933,
  "smiles": "CNC(C)=O.CNC(C)=O",
  "relative_energy_kj_mol": 57.6,
  "homo_lumo_gap_ev": 9.61
}

***

7.
{
  "formula": "C2H4S2",
  "method": "ωB97M-V/def2-TZVPD",
  "species": ["C", "C", "S", "S", "H", "H", "H", "H"],
  "positions_angstrom": [[0.8866, 0.5512, -0.0923], [-0.4813, 0.1435, -0.0672], [-1.7982, 0.9933, -0.0967], [-0.6402, -1.8812, -0.1442], [0.9611, 1.7042, -0.2568], [1.2956, 0.1671, 0.8871], [1.5531, -0.0306, -0.7694], [-1.7768, -1.6474, 0.5396]],
  "lowdin_charge": [-0.242, -1.160, 0.714, 0.567, 0.114, 0.102, 0.088, -0.183],
  "max_force_ha_per_bohr": 0.0724,
  "spin_multiplicity": 1,
  "homo_energy_ev": -8.8688,
  "smiles": "CC(=S)S",
  "relative_energy_kj_mol": 84.1,
  "homo_lumo_gap_ev": 8.65
}